39
Properties=species:S:1:pos:R:3:forces:R:3 method="wB97M-V/def2-TZVPD" homo_ev="-9.1939 / -9.4036" total_energy_ha=-2068.6587 multiplicity=3 orbital_gap_ev="8.2 / 8.2"
V 0.3537 -0.2247 -1.0011 0.70 0.41 1.45
O -1.0991 2.4911 1.4243 -0.04 0.02 0.00
C 0.0640 2.5747 2.2182 0.08 0.06 0.00
C 0.7072 1.2263 2.4758 -0.12 -0.11 0.00
N 1.3886 0.6088 1.3202 0.26 -0.23 0.02
C 1.7159 -0.7846 1.6804 -0.03 0.05 -0.13
C 0.5754 -1.7522 1.3918 -0.12 -0.19 0.07
O 0.4229 -2.7584 2.0342 0.02 0.07 0.11
O -0.1656 -1.4299 0.3486 -0.05 0.04 -0.41
C 2.6028 1.3453 0.9131 -0.29 -0.04 0.02
C 2.7041 1.3603 -0.6075 -0.35 -0.12 -0.03
O 3.2012 2.2731 -1.2108 0.16 -0.12 -0.03
O 2.1467 0.2900 -1.1711 0.10 0.12 -0.43
H -0.8565 2.1188 0.5673 0.03 -0.01 -0.04
H -0.2484 2.9849 3.1786 0.00 -0.02 0.03
H 0.7817 3.2874 1.7936 -0.01 -0.02 -0.04
H -0.0906 0.5446 2.7823 0.03 -0.02 -0.01
H 1.4092 1.3017 3.3175 0.02 0.06 0.00
H 2.0058 -0.9047 2.7279 -0.01 0.14 0.03
H 2.5555 -1.1273 1.0718 -0.01 0.05 -0.04
H 3.5111 0.9062 1.3372 0.00 -0.02 -0.01
H 2.5668 2.3799 1.2431 -0.06 0.00 0.02
C -1.8777 3.2995 -1.8983 -0.07 0.03 -0.08
C -1.3115 1.9312 -2.1248 0.15 -0.02 0.06
O -0.5873 1.4818 -1.1891 -0.27 0.13 -0.08
C -1.5797 1.1919 -3.3226 0.04 -0.14 0.02
C -2.3585 1.7813 -4.3536 0.06 0.00 0.13
C -2.6481 1.1066 -5.5010 0.05 -0.20 -0.08
C -2.1638 -0.2096 -5.6639 -0.13 0.21 -0.07
C -1.4130 -0.8147 -4.6971 0.05 -0.08 0.12
C -1.0953 -0.1411 -3.4991 -0.05 0.32 0.06
O -0.3756 -0.7713 -2.6086 -0.18 -0.30 -0.65
H -1.5851 3.6667 -0.9186 0.01 -0.05 0.02
H -2.9664 3.2668 -1.9600 0.02 0.04 -0.01
H -1.5162 3.9914 -2.6609 -0.02 -0.03 -0.01
H -2.7301 2.7893 -4.2291 0.03 -0.01 0.03
H -3.2401 1.5746 -6.2745 0.00 -0.03 -0.02
H -2.3910 -0.7539 -6.5720 0.00 0.02 -0.01
H -1.0418 -1.8234 -4.8163 0.01 0.01 0.01

31
Properties=species:S:1:pos:R:3:forces:R:3 method="wB97M-V/def2-TZVPD" homo_ev=-8.2113 total_energy_ha=-618.3006 orbital_gap_ev=9.1 smiles=Cc1ccc(O)cc1.Cc1ccccc1
C -3.3008 2.8931 2.5587 -0.88 -0.89 -0.71
C -0.6280 2.4106 -0.1150 -0.81 -0.32 -0.05
C -1.8947 2.5919 0.4549 0.73 1.23 -0.17
C 0.3730 1.7762 0.5966 0.29 -0.13 -0.52
C -2.0887 2.4089 1.8110 0.20 -0.46 0.81
C 0.1335 1.4257 1.9211 -0.19 0.15 -0.03
C -1.0633 1.7749 2.5251 0.33 0.02 0.06
H -0.5090 2.7718 -1.1314 0.28 -0.34 0.02
H -2.6147 3.1143 -0.1616 -0.34 -0.12 0.16
H 1.2865 1.4982 0.0672 -0.08 0.23 0.42
H 0.8647 0.9061 2.5220 0.23 -0.03 -0.10
H -4.1268 3.0399 1.8584 0.10 0.42 -0.04
H -3.1247 3.8000 3.1218 0.11 0.18 0.07
H -1.1364 1.5621 3.5895 -0.37 0.12 -0.14
H -3.7043 2.1202 3.2196 0.37 0.10 0.24
C 3.6071 -2.8657 -2.1081 -0.14 -0.82 0.62
C -0.3263 -1.5627 -1.0358 -0.24 0.81 0.55
C 0.7298 -1.3564 -0.1402 -0.44 -1.07 -0.49
C -0.1618 -2.2880 -2.1886 0.96 -0.39 -0.59
C 1.9463 -1.9442 -0.4183 0.59 0.50 -0.43
C 1.1321 -2.7354 -2.5090 -0.99 0.34 -0.11
C 2.2074 -2.4936 -1.6794 0.12 -0.63 0.19
O -1.5577 -1.0352 -0.7605 -0.32 0.25 0.00
H 0.4927 -0.8341 0.7650 0.22 -0.03 0.41
H -1.4835 -0.2849 -0.1471 0.10 -0.32 -0.17
H -0.9578 -2.4675 -2.9015 -0.15 0.11 0.30
H 2.7619 -1.9554 0.2955 -0.03 0.37 0.10
H 1.2375 -3.2717 -3.4439 0.28 0.06 -0.04
H 4.0570 -2.0749 -2.7117 0.09 -0.22 0.01
H 3.6225 -3.8355 -2.6189 -0.14 0.39 -0.46
H 4.2264 -3.0888 -1.2355 0.12 0.52 0.06

31
Properties=species:S:1:pos:R:3:forces:R:3 method="wB97M-V/def2-TZVPD" homo_ev=-8.5327 total_energy_ha=-618.2834 orbital_gap_ev=9.4 smiles=Cc1ccc(O)cc1.Cc1ccccc1
C 1.1412 -0.9708 3.4128 0.79 -0.23 -0.31
C 2.1934 -0.6415 1.1588 0.45 -0.06 -1.21
C 1.8790 -0.1261 2.3937 -0.75 -0.21 -0.02
C 2.7986 0.1419 0.1652 -1.51 0.87 0.49
C 2.1452 1.2157 2.6216 -0.37 0.40 0.67
C 2.8795 1.5233 0.3900 1.70 -0.74 -0.05
C 2.6806 2.0526 1.6605 -0.42 -0.44 -0.42
O 3.3615 2.3567 -0.5974 -0.73 0.64 0.59
H 1.8688 -1.6356 0.8712 0.27 -0.16 0.26
H 2.9157 -0.2299 -0.8434 0.21 -0.14 0.01
H 0.1863 -0.5332 3.6911 0.11 0.13 0.36
H 1.8285 -1.1377 4.2456 -0.47 0.22 0.40
H 1.8126 1.6356 3.5687 0.33 0.01 0.03
H 2.9148 3.0880 1.8501 -0.16 0.12 0.01
H 4.0559 1.9150 -1.0613 0.55 -0.47 -0.57
H 0.9389 -1.9726 3.0338 -0.05 0.06 -0.25
C -3.2612 -2.4506 -1.2513 1.09 0.74 0.26
C -2.5067 -0.1082 -0.6696 1.09 -0.39 0.24
C -2.6067 -1.1254 -1.6055 -1.00 0.59 -0.92
C -1.8221 1.0929 -0.9484 -1.78 -1.48 0.67
C -2.3630 -0.7530 -2.9417 0.56 -0.49 -0.68
C -1.4381 1.3380 -2.2383 -0.36 0.89 -0.17
C -1.7942 0.4545 -3.2800 1.24 1.12 1.55
H -2.8631 -0.3165 0.3341 0.10 0.13 0.06
H -1.8239 1.7724 -0.1114 0.64 0.52 -0.23
H -3.1499 -2.5601 -0.1722 -0.69 -0.02 0.09
H -2.7070 -3.3060 -1.6339 -0.20 0.04 -0.52
H -2.5346 -1.4109 -3.7887 -0.19 -0.40 0.35
H -1.0096 2.3240 -2.3944 0.23 -0.26 -0.54
H -1.4363 0.7713 -4.2493 -0.51 -0.49 -0.38
H -4.2841 -2.4037 -1.6105 -0.18 -0.50 0.25

31
Properties=species:S:1:pos:R:3:forces:R:3 method="wB97M-V/def2-TZVPD" homo_ev=-7.7409 total_energy_ha=-618.1645 orbital_gap_ev=8.4 smiles=Cc1ccc(O)cc1.Cc1ccccc1
C 0.4435 0.8439 -3.8538 -1.74 -1.42 1.12
C 0.9000 3.2950 -0.3708 1.43 2.33 2.10
C 0.7068 3.8652 -1.6140 -1.08 1.46 1.75
C 1.3734 1.9905 -0.2913 -1.63 -1.73 5.11
C 0.6643 3.0369 -2.6643 0.65 -2.75 0.86
C 1.1560 1.0773 -1.3080 0.21 -2.10 -2.91
C 0.7932 1.6200 -2.5686 0.72 1.14 -0.71
H 0.8854 4.0600 0.5292 0.14 -2.12 -1.59
H 0.4296 4.9474 -1.7225 0.56 -1.15 0.10
H 1.4856 1.5432 0.8799 0.13 1.23 -3.49
H 0.6318 3.5520 -3.5278 -0.62 0.85 -3.54
H 1.3014 -0.1162 -1.3299 -0.20 3.03 0.74
H -0.7132 0.9758 -3.8625 1.88 -0.71 -0.57
H 0.7173 -0.2385 -3.7948 -0.66 0.58 0.63
H 0.8483 1.0101 -4.8561 0.14 1.34 0.43
C 0.7599 -3.3177 3.4270 2.06 -0.64 -4.40
C -0.1560 -2.4738 2.5423 -1.26 0.28 -0.28
C -0.0286 -1.0464 2.4391 -1.46 -0.37 0.42
C -1.1933 -3.1961 1.7573 2.30 1.50 1.72
C -1.0643 -0.3171 1.7192 2.08 -2.23 0.25
C -1.8608 -2.4936 0.8108 -1.87 -0.75 -1.00
C -1.6950 -1.0944 0.7783 -1.07 0.84 0.62
O -2.4366 -0.5596 -0.1831 -2.55 3.92 -2.67
H 0.4345 -4.3347 3.7393 -0.15 1.16 0.15
H 1.3116 -2.7046 4.0955 0.12 0.12 1.17
H 0.7561 -0.3974 2.9283 -0.93 -1.31 -0.07
H -1.3535 -4.2430 1.9898 0.00 0.07 -0.24
H -1.3259 0.7245 1.8696 0.58 0.04 -0.36
H -2.7445 -2.9314 0.1476 2.29 0.94 1.42
H -2.6234 0.4821 -0.2798 1.33 -3.61 1.09
H 1.5968 -3.5597 2.5740 -1.39 0.08 2.15